No. 1
Formula: C6H17NO
Source: the Open Molecules 2025 dataset
Level of theory: ωB97M-V/def2-TZVPD

Geometry (Å):
1 C 1.0589 -0.0183 0.6806
2 C 2.5806 -0.1555 0.7618
3 C 0.4149 0.2130 -0.6107
4 N -1.0995 0.1954 -0.7261
5 C -1.5008 -1.1737 -1.0103
6 C -0.9622 -2.3814 -0.2535
7 C -1.7887 0.6791 0.4977
8 H 0.7243 0.6837 1.3852
9 H 0.6730 -1.1793 1.0260
10 H 3.0922 -0.4241 1.8608
11 H 2.9308 0.9025 0.2887
12 H 2.9879 -0.8935 0.0408
13 H 0.7723 -0.3067 -1.4990
14 H 0.5523 1.2973 -0.8612
15 H -2.5606 -1.3237 -0.9797
16 H -1.2373 -1.2718 -2.1031
17 H -1.5843 -2.4518 0.6191
18 H 0.1083 -2.5061 0.1788
19 H -0.7975 -3.2909 -0.8302
20 H -1.7799 -0.0423 1.4150
21 H -1.2975 1.6024 0.9053
22 H -2.8262 0.9590 0.2564
23 H 1.3164 3.6354 -0.4300
24 H -0.2757 3.3285 -0.4836
25 O 0.4984 3.9228 -0.1288

Atoms 1-3, force components in eV/Å:
C 0.04 -6.22 2.21
C 1.86 2.08 -0.27
C -1.55 3.25 -2.24

Results
- E_HOMO: -8.77 eV
- Charge: 0
- Energy relative to the best compared isomer or geometry (same formula, charge and spin): 3.327 eV
- SMILES string: CCCN(C)CC.O

***

No. 2
Formula: C5H11CrO3
Source: the Open Molecules 2025 dataset
Level of theory: ωB97M-V/def2-TZVPD

Geometry (Å):
1 C 1.5847 0.6176 0.8724
2 O 0.5066 1.2700 0.1640
3 C -0.0541 0.6096 -0.9579
4 C -0.7889 -0.6515 -0.5563
5 O -1.6904 -0.2897 0.4826
6 C -2.9322 -0.9728 0.4996
7 H 2.0182 1.3644 1.5531
8 H 1.4093 -0.4190 1.2133
9 H 0.7118 0.3748 -1.7083
10 H -0.7632 1.3362 -1.3773
11 H -0.1203 -1.4241 -0.1494
12 H -1.2858 -1.0805 -1.4379
13 H -3.4746 -0.7680 -0.4333
14 H -2.7403 -2.0479 0.6234
15 H -3.5163 -0.6161 1.3542
16 Cr -0.9556 1.1429 1.7621
17 O 3.1543 1.4872 -1.0678
18 C 2.8209 0.4558 -0.3148
19 H 3.6321 0.0647 0.3534
20 H 2.4839 -0.4536 -0.8753

Atoms 1-3, force components in eV/Å:
C 2.29 0.45 -2.53
O -0.91 0.14 0.79
C 0.43 -0.08 -0.47

Results
- Multiplicity: 6
- E_HOMO (spin up / spin down): -6.08 / -6.10 eV
- Charge: 0
- Energy relative to the best compared isomer or geometry (same formula, charge and spin): 2.279 eV
- ⟨S²⟩: 8.75